[1]
Computed, not measured: a molecular structure, C33H21F10IN6O2Tc in a non-equilibrium geometry, with ωB97M-V with the def2-TZVPD basis set.

```
74
Properties=species:S:1:pos:R:3
Tc -0.81 0.97 0.79
C -3.83 1.19 2.34
N -3.11 0.48 1.27
C -3.74 0.85 -0.02
C -3.00 0.29 -1.20
N -1.61 0.71 -1.15
C -0.88 0.51 -2.33
C 0.05 1.47 -2.77
F 0.07 2.67 -2.18
C 0.93 1.28 -3.82
F 1.79 2.23 -4.14
C 0.87 0.11 -4.56
F 1.71 -0.10 -5.57
C -0.10 -0.81 -4.25
F -0.22 -1.93 -4.97
C -0.96 -0.60 -3.18
F -1.91 -1.55 -3.01
C -3.21 -0.98 1.51
C -1.97 -1.61 2.11
N -0.75 -1.23 1.40
C 0.64 -1.76 1.71
C 1.55 -1.20 2.76
F 1.83 0.09 2.76
C 2.28 -1.99 3.54
F 3.18 -1.48 4.36
C 2.26 -3.46 3.48
F 2.94 -4.11 4.40
C 1.63 -4.07 2.49
F 1.59 -5.40 2.37
C 0.84 -3.32 1.48
F -0.36 -3.99 1.36
H -4.91 0.97 2.29
H -3.44 0.91 3.32
H -3.68 2.27 2.23
H -4.79 0.52 -0.05
H -3.73 1.94 -0.07
H -3.13 -0.80 -1.24
H -3.49 0.66 -2.11
H -4.04 -1.19 2.19
H -3.46 -1.47 0.57
H -1.80 -1.21 3.11
H -2.10 -2.69 2.17
O 5.73 1.85 -1.46
C 5.19 0.74 -1.35
O 5.60 -0.43 -1.52
C 3.71 0.80 -0.87
C 2.98 -0.37 -0.72
C 1.71 -0.32 -0.21
N 1.09 0.84 0.11
C 1.78 1.99 -0.08
C 3.10 1.99 -0.54
C 0.97 3.18 0.17
C 1.46 4.48 0.03
C 0.59 5.54 0.14
C -0.76 5.29 0.39
C -1.17 3.98 0.54
N -0.33 2.94 0.44
C 1.00 -1.56 0.22
C 1.52 -2.98 0.08
C 0.98 -3.67 -1.14
C -0.27 -3.42 -1.51
C -1.06 -2.57 -0.66
N -0.50 -1.63 0.03
H 3.47 -1.30 -0.98
H 3.67 2.90 -0.66
H 2.50 4.64 -0.18
H 0.95 6.55 0.04
H -1.48 6.09 0.48
H -2.19 3.73 0.77
H 2.60 -3.04 0.17
H 1.59 -4.40 -1.67
H -0.75 -3.94 -2.33
H -2.14 -2.67 -0.58
I -0.66 1.69 3.46
```

Results
Total charge: 0
Spin multiplicity: 2
E_tot: -85065.521 eV
Expectation value of S²: 0.77
Gap between HOMO and LUMO (alpha / beta): 4.93 / 4.45 eV



[2]
Computed, not measured: a molecular structure, C33H23CdFN7O9, with ωB97M-V with the def2-TZVPD basis set.

```
74
Properties=species:S:1:pos:R:3
Cd 1.01 -1.94 2.30
O 4.21 -1.47 5.46
C 3.10 -1.50 4.74
O 3.00 -1.10 3.61
C 1.94 -2.09 5.50
C 2.00 -2.34 6.86
C 0.86 -2.83 7.48
C -0.27 -3.07 6.72
C -0.23 -2.81 5.36
N 0.85 -2.31 4.76
C -1.37 -3.07 4.40
O -2.48 -3.65 4.87
O -1.28 -2.78 3.24
H 4.91 -1.11 4.89
H 2.91 -2.14 7.41
H 0.86 -3.03 8.55
H -1.16 -3.45 7.21
H -2.40 -3.89 5.80
C -5.48 6.45 -6.67
O -5.45 5.03 -6.67
C -4.79 4.41 -5.67
C -4.79 3.02 -5.72
C -4.14 2.29 -4.75
C -3.47 2.94 -3.71
C -3.48 4.33 -3.67
C -4.13 5.07 -4.64
C -2.79 2.13 -2.69
N -2.75 0.82 -2.67
C -2.01 0.50 -1.56
C -1.60 1.62 -0.90
N -2.10 2.67 -1.64
C -0.82 1.59 0.29
C -0.39 2.72 1.00
C 0.35 2.57 2.14
C 0.64 1.28 2.58
N 0.25 0.20 1.93
C -0.47 0.32 0.79
C -0.87 -0.90 0.07
N -0.47 -2.10 0.54
C -0.83 -3.20 -0.09
C -1.62 -3.19 -1.25
C -2.03 -1.98 -1.75
C -1.65 -0.80 -1.09
H -6.06 6.74 -7.55
H -4.47 6.86 -6.75
H -5.97 6.84 -5.77
H -5.31 2.53 -6.53
H -4.13 1.21 -4.78
H -2.97 4.87 -2.88
H -4.11 6.15 -4.58
H -1.99 3.65 -1.45
H -0.64 3.71 0.64
H 0.70 3.43 2.71
H 1.23 1.12 3.48
H -0.46 -4.13 0.32
H -1.89 -4.12 -1.72
H -2.63 -1.90 -2.64
F 3.88 -0.25 -3.79
C 4.48 -0.73 -2.69
C 4.03 -1.82 -2.08
N 4.66 -2.35 -0.96
C 3.99 -3.37 -0.18
C 2.91 -2.80 0.71
O 2.37 -3.59 1.54
O 2.60 -1.59 0.62
C 5.71 -1.68 -0.35
O 6.17 -2.02 0.72
N 6.17 -0.59 -1.05
C 5.63 0.01 -2.19
O 6.11 1.00 -2.68
H 3.16 -2.35 -2.44
H 4.72 -3.87 0.44
H 3.55 -4.11 -0.85
H 6.96 -0.11 -0.63
```

Results
Total charge: +1
Energy above the lowest of the compared OMol25 structures with the same formula, charge and spin: 0.177 eV
E_tot: -70734.371 eV
Gap between HOMO and LUMO: 6.23 eV



[3]
Computed, not measured: a molecular structure, C33H23ClGdN8O4 in a non-equilibrium geometry, with ωB97M-V with the def2-TZVPD basis set.

```
70
Properties=species:S:1:pos:R:3
Gd 0.27 -0.43 -0.03
C 3.90 2.33 0.81
C 3.04 1.29 0.46
N 1.73 1.43 0.36
C 1.16 2.65 0.53
C 1.98 3.76 0.86
C 3.36 3.56 1.03
C 1.42 5.05 1.00
C 0.08 5.21 0.78
C -0.74 4.13 0.45
C -0.27 2.81 0.33
N -0.99 1.66 0.06
C -2.32 1.56 -0.25
C -3.26 2.60 -0.43
C -4.57 2.39 -0.82
C -5.04 1.12 -1.06
C -4.19 0.01 -0.86
C -4.65 -1.31 -1.06
C -3.83 -2.37 -0.77
C -2.55 -2.10 -0.30
N -2.06 -0.86 -0.16
C -2.85 0.21 -0.43
H 4.96 2.14 0.89
H 3.44 0.30 0.24
H 3.98 4.40 1.31
H 2.06 5.88 1.26
H -0.37 6.19 0.85
H -1.77 4.37 0.31
H -3.00 3.63 -0.29
H -5.22 3.24 -0.94
H -6.06 0.94 -1.39
H -5.66 -1.46 -1.41
H -4.15 -3.39 -0.89
H -1.91 -2.91 0.01
O 3.69 -5.93 -0.33
C 2.58 -5.02 1.66
O 3.22 -5.84 2.33
C 1.47 -4.17 2.00
C 1.18 -3.57 3.22
Cl 1.91 -3.85 4.71
N 0.23 -2.62 2.98
N -0.09 -2.57 1.67
C 0.64 -3.51 1.08
C 1.53 -2.43 -1.00
O 2.40 -3.42 -1.71
O 0.87 -1.56 -1.70
C -0.37 -1.70 3.89
C -0.63 -0.40 3.48
C -1.22 0.50 4.34
C -1.55 0.11 5.63
C -1.30 -1.19 6.04
C -0.73 -2.11 5.17
H 4.30 -5.60 -1.00
H -0.38 -0.08 2.47
H -1.42 1.51 4.01
H -2.01 0.81 6.31
H -1.56 -1.51 7.04
H -0.56 -3.13 5.48
N 5.10 -3.98 1.01
C 3.81 -3.68 0.63
C 3.37 -2.35 0.60
N 2.29 -1.77 0.06
C 0.74 -3.68 -0.37
C 1.92 -4.47 -0.91
N 2.95 -4.84 0.11
H 5.77 -4.11 0.26
H 5.15 -4.76 1.66
H 4.00 -1.71 1.21
H -0.18 -3.89 -0.91
H 1.72 -5.37 -1.48
```

Results
Total charge: +1
Energy above the lowest of the compared OMol25 structures with the same formula, charge and spin: 6.170 eV
Spin multiplicity: 8
E_tot: -88054.941 eV
Expectation value of S²: 15.87
Gap between HOMO and LUMO (alpha / beta): 5.55 / 6.57 eV



[4]
Computed, not measured: a molecular structure, C33H23ClMoN5O6S, with ωB97M-V with the def2-TZVPD basis set.

```
70
Properties=species:S:1:pos:R:3
Mo 0.29 -0.18 -0.08
Cl 1.06 -6.39 -3.92
C 1.10 -4.82 -3.21
C 1.48 -3.72 -3.99
C 1.52 -2.46 -3.44
C 1.18 -2.24 -2.10
O 1.24 -1.02 -1.62
C 0.79 -3.35 -1.32
C 0.49 -3.25 0.07
N 0.27 -2.16 0.72
C 0.08 -2.16 2.13
C 0.48 -3.16 2.98
C 0.17 -3.08 4.36
C -0.52 -2.01 4.86
C -0.89 -0.94 4.01
C -1.57 0.22 4.45
C -1.86 1.22 3.57
C -1.42 1.11 2.25
N -0.77 0.05 1.80
C -0.54 -1.01 2.65
C 0.78 -4.64 -1.89
H 1.74 -3.87 -5.03
H 1.82 -1.61 -4.04
H 0.42 -4.19 0.61
H 1.05 -3.99 2.62
H 0.49 -3.87 5.01
H -0.77 -1.96 5.91
H -1.86 0.30 5.49
H -2.39 2.11 3.88
H -1.58 1.91 1.54
H 0.51 -5.50 -1.28
O 0.05 3.85 -5.77
C -0.56 2.78 -5.67
O -1.19 2.07 -6.47
C -0.52 2.18 -4.24
C -1.20 1.01 -3.94
C -1.11 0.48 -2.68
N -0.38 1.06 -1.71
C 0.24 2.22 -1.98
C 0.19 2.81 -3.22
C 0.92 2.78 -0.80
C 1.44 4.06 -0.73
C 2.00 4.48 0.46
C 2.02 3.61 1.55
C 1.50 2.34 1.40
N 0.95 1.93 0.24
C -1.86 -0.69 -2.19
C -2.83 -1.34 -2.94
C -3.59 -2.33 -2.33
C -3.37 -2.61 -0.99
C -2.37 -1.94 -0.32
N -1.60 -1.01 -0.91
H -1.77 0.56 -4.75
H 0.67 3.75 -3.46
H 1.40 4.70 -1.59
H 2.41 5.48 0.55
H 2.44 3.90 2.50
H 1.55 1.62 2.20
H -3.00 -1.07 -3.97
H -4.35 -2.85 -2.89
H -3.97 -3.34 -0.46
H -2.17 -2.15 0.72
C 4.34 -0.41 -0.13
S 3.31 -1.10 1.12
O 3.05 -2.47 0.78
O 3.85 -0.80 2.41
O 2.02 -0.25 0.98
H 5.29 -0.95 -0.10
H 4.50 0.65 0.09
H 3.85 -0.55 -1.09
```

Results
Total charge: +1
Spin multiplicity: 3
E_tot: -79540.948 eV
Expectation value of S²: 2.01
Gap between HOMO and LUMO (alpha / beta): 6.03 / 5.58 eV